{
  "formula": "C8H13N3O",
  "method": "ωB97M-V/def2-TZVPD",
  "symbols": ["C", "C", "C", "C", "C", "C", "C", "C", "N", "N", "N", "O", "H", "H", "H", "H", "H", "H", "H", "H", "H", "H", "H", "H", "H"],
  "positions_angstrom": [[0.3986, -1.4542, -0.0389], [0.1199, -0.1053, 0.1753], [2.2488, -0.4058, -0.1692], [-0.7702, -2.3724, 0.0027], [-1.7918, -0.1939, -0.0017], [-2.3298, 0.6202, 1.1002], [-2.0648, 0.3606, -1.4017], [1.5578, 1.8926, 0.5511], [1.7609, -1.6075, -0.1189], [1.2978, 0.5515, 0.0900], [3.6211, -0.0699, -0.0879], [-1.9809, -1.5657, 0.1260], [-0.7929, -3.1669, -0.7935], [-0.7419, -3.1505, 0.9043], [-2.1245, 1.6580, 0.8246], [-1.7215, 0.4433, 1.9721], [-3.4670, 0.5890, 1.1953], [-1.4728, -0.1818, -2.1195], [-1.6740, 1.2999, -1.4371], [-3.0714, 0.2928, -1.6690], [2.4821, 2.0324, 1.3169], [1.8403, 2.5102, -0.2988], [0.5425, 2.2287, 1.0393], [4.2017, -0.9047, -0.3466], [3.9320, 0.6994, -0.8149]],
  "forces_ev_per_angstrom": [[-0.14, 2.68, 1.28], [-4.33, -3.50, -0.78], [0.65, 0.41, 1.33], [0.15, -2.84, 1.37], [3.73, 0.61, -1.13], [-1.44, 1.13, 0.08], [1.10, -2.79, 1.00], [-0.04, 1.23, 1.90], [0.10, -1.32, -1.37], [0.88, 0.48, -0.10], [1.40, 0.77, -2.48], [1.08, -0.34, -0.03], [-0.41, 1.40, -0.16], [-0.04, 2.00, -1.15], [-0.02, 0.07, 0.04], [-0.61, -0.32, 0.72], [1.49, -0.43, 0.25], [0.07, -0.56, -0.31], [0.58, 2.96, -0.09], [-1.77, 0.10, -0.35], [-2.32, -0.90, -1.53], [-0.32, 0.37, 0.01], [2.27, -0.24, -0.93], [-0.96, 0.96, 0.54], [-1.11, -1.94, 1.91]],
  "lowdin_charge": [-0.254, -0.024, -0.444, -0.119, -0.425, -0.049, -0.009, -0.045, 0.142, -0.088, 0.082, -0.071, 0.121, 0.150, 0.078, 0.083, 0.118, 0.090, 0.049, 0.071, 0.131, 0.066, 0.119, 0.099, 0.131],
  "e_above_lowest_ev": 3.4272,
  "charge": 0,
  "total_energy_ev": -15021.6033,
  "lumo_energy_ev": 0.65,
  "homo_lumo_gap_ha": 0.3010,
  "homo_energy_ev": -7.54
}